Molecular formula: C70H178As2F12N12O2
Method: DFT, ωB97M-V with the def2-TZVPD basis set

The geometry in XYZ format:
```
276
Properties=species:S:1:pos:R:3:forces:R:3:lowdin_charge:R:1
H -3.736 2.618 -3.218 0.15 -0.13 0.01 0.075
H -2.092 -6.194 -4.643 -0.15 0.39 -0.14 0.068
H -3.520 4.590 3.998 0.19 -0.05 -0.61 0.075
H -1.518 7.063 5.119 0.54 0.21 0.66 0.111
H -2.160 -5.966 4.304 -0.23 0.45 0.68 0.049
C 2.165 -3.307 5.005 0.10 -1.82 0.90 -0.272
H 0.885 -2.136 6.243 -0.23 0.01 0.23 0.046
H -0.408 -4.726 0.086 1.32 1.07 0.02 0.073
C -0.994 7.728 1.170 0.23 0.36 0.09 -0.079
H -1.334 8.726 3.057 0.41 -0.68 -0.08 0.099
C 5.197 -5.065 -2.767 0.10 0.71 -0.43 -0.073
H 5.819 5.395 -5.717 0.14 -0.19 0.61 0.115
H -2.164 -0.921 0.830 -0.81 -1.14 0.27 0.078
C 4.308 6.280 -6.880 0.30 -0.67 0.03 -0.071
H 5.226 2.333 -2.220 0.19 -0.43 -0.61 0.046
C 2.112 -5.089 -4.069 -1.14 -0.74 -1.23 -0.085
C -2.929 -1.601 -4.991 -0.38 1.21 1.21 -0.240
C 4.320 4.737 1.889 0.35 -0.88 0.70 -0.294
H -2.941 -5.994 -2.372 -0.26 -0.47 0.16 0.068
C -3.903 -0.585 4.058 -0.70 1.30 0.60 0.019
H 3.023 2.070 -6.775 -0.73 0.39 -0.09 0.064
H 3.117 -6.870 -3.316 0.54 0.07 -0.33 0.110
H 2.036 5.223 -2.601 0.24 -0.19 -0.25 0.067
H 0.557 -0.550 -2.274 0.30 -0.43 -0.43 0.070
H -0.503 -4.938 3.594 -0.08 -0.49 2.04 0.066
H 5.171 7.234 -1.718 0.12 -0.04 -0.24 0.075
H -0.182 -1.965 -7.113 -0.36 0.30 0.24 0.072
H 3.670 2.625 -4.368 0.04 -0.47 0.05 0.077
H 5.563 5.614 -0.004 -0.77 0.62 0.29 0.127
H 1.678 -5.625 -4.960 0.03 0.58 0.90 0.099
H -1.935 8.115 0.742 0.32 -0.36 0.07 0.074
H 0.753 3.085 -1.231 0.14 -0.43 -1.10 0.030
H -5.309 -3.232 -2.692 -0.59 0.01 -0.43 0.114
C -5.523 -4.071 -3.393 1.75 -0.42 0.36 -0.232
H -0.774 6.715 0.786 -0.22 0.46 0.02 0.043
C 3.596 -0.449 -3.235 -0.22 -1.29 0.40 -0.066
H 2.439 -1.105 6.001 0.42 -0.16 -0.35 0.082
H 0.058 -3.589 5.630 1.27 0.50 0.30 0.082
C 4.539 -0.009 0.455 -0.32 0.14 -0.65 -0.229
C 4.417 -0.423 -1.917 1.12 -0.14 -0.88 -0.267
H 4.120 8.065 2.674 -0.57 -0.76 0.08 0.089
C -3.125 8.465 4.748 -0.19 -0.26 -1.36 -0.072
H -6.527 1.670 4.794 0.78 -0.69 -0.58 0.122
H 1.574 -6.716 -2.720 -0.88 0.17 0.14 0.101
N 3.783 0.237 -0.803 -0.34 -0.07 0.56 -0.203
H -0.133 -7.257 -0.163 -0.77 0.68 -0.37 0.096
H -3.655 -6.955 -4.586 -0.38 -0.17 -0.02 0.067
H -3.302 0.115 3.501 -0.05 0.15 -0.32 0.071
H 4.199 3.598 -1.588 -0.15 -0.06 0.07 0.047
H 3.821 6.135 -4.323 0.18 -0.51 0.51 0.106
F -6.628 0.292 0.274 -0.25 0.62 -0.31 -0.238
H 3.621 6.016 -7.688 -0.04 0.06 0.14 0.070
H 3.401 0.532 -3.654 -0.06 0.20 0.12 0.040
H -2.934 -7.518 4.039 0.02 -0.27 0.17 0.074
H 1.856 6.099 1.823 -0.13 -0.07 0.33 0.090
C -0.487 -1.769 -4.905 0.56 0.47 0.10 -0.285
H 5.350 -2.625 4.739 -0.41 -0.46 -0.42 0.120
H 1.899 -2.725 4.159 -0.56 0.61 -1.34 0.094
C -3.164 -5.997 -4.509 0.25 0.34 1.51 -0.061
H 4.670 2.454 -7.257 -0.12 0.26 -0.31 0.062
C -0.249 0.848 -6.064 -0.95 0.31 1.63 -0.088
H 0.428 -1.244 -4.575 -0.34 0.07 -0.40 0.105
C 4.726 6.346 0.203 2.37 0.12 0.88 -0.285
H -2.589 3.415 3.087 0.10 -0.23 0.02 0.030
N -0.981 -5.789 1.825 1.04 0.52 -0.60 -0.167
C 3.786 0.416 1.718 0.32 -0.40 1.10 -0.077
H 5.240 2.682 -0.483 -0.33 0.07 -0.95 0.075
H 1.079 4.084 0.100 0.26 0.88 0.35 0.054
H 5.065 5.263 2.439 1.22 0.38 0.79 0.097
F -1.041 -0.512 4.187 0.44 0.72 -0.21 -0.273
H -7.229 -5.136 -4.303 0.34 -0.02 -0.30 0.073
C -1.816 -0.274 0.070 0.83 1.79 0.40 -0.016
H 2.998 4.696 3.624 -0.58 0.81 0.58 0.056
H -3.096 6.386 4.900 -0.30 -0.57 0.44 0.094
H 3.779 6.878 -6.128 0.12 -0.05 -0.33 0.060
H 0.409 2.538 0.427 0.48 -0.35 -0.29 0.064
H -1.847 -0.290 -6.924 0.18 -0.47 -0.31 0.102
H -2.823 -4.450 -2.968 -0.50 0.38 -0.39 0.102
C 4.006 -4.471 -2.014 -0.40 -0.67 -0.30 -0.238
H -7.465 -4.554 -2.699 -0.22 0.19 0.05 0.062
H 3.525 -3.626 -2.493 0.23 0.11 -0.51 0.088
C -1.123 -5.420 0.410 -2.16 -1.13 0.59 -0.264
C -4.058 1.226 5.795 -0.49 -1.79 1.10 -0.073
C -4.118 -0.814 -4.339 -0.04 -1.08 -1.49 -0.066
C -4.906 -6.726 -0.823 0.64 0.88 -0.16 -0.071
H 2.329 -5.087 0.711 -0.44 0.04 0.43 0.052
C -4.082 4.145 -0.634 0.23 -0.54 -0.50 -0.063
F -6.237 -1.151 2.118 -1.82 -0.28 3.93 -0.202
H 5.430 0.034 -2.185 -0.79 -0.56 0.51 0.125
H 2.634 7.733 3.471 -1.18 0.51 1.04 0.047
H -2.852 -0.270 8.432 1.46 -0.41 1.33 0.068
N -1.902 2.881 -1.077 0.61 0.41 -0.08 -0.182
H 3.734 -0.952 4.773 -0.38 0.30 0.16 0.101
C 3.702 5.059 -4.094 0.32 0.56 0.16 -0.256
F -6.751 -2.033 -0.031 -1.09 -1.59 -0.93 -0.197
H -3.034 -6.158 2.003 -0.45 -0.05 -0.06 0.104
H 4.339 1.079 -6.357 0.27 -0.62 0.68 0.060
H 2.625 7.389 0.920 -0.31 0.00 0.20 0.099
C 4.474 -3.274 4.491 1.39 1.15 0.55 -0.273
H -2.779 -2.510 -4.412 -0.32 -0.44 -0.28 0.083
H -4.263 0.157 -4.824 0.24 0.04 0.43 0.066
C -3.256 2.802 -0.563 -0.09 0.73 0.50 -0.237
F -0.859 1.611 5.495 0.10 0.08 -1.09 -0.253
H 2.640 -0.960 -2.995 0.23 0.42 -0.36 0.048
H -2.601 0.174 -0.539 0.04 -0.14 0.32 0.080
H -7.476 -3.406 -4.028 -0.23 0.40 -0.17 0.065
C 3.373 4.067 2.859 -1.20 0.17 -1.83 -0.079
H 4.304 -0.029 2.609 -0.28 0.18 -0.76 0.072
H -5.001 -1.304 6.311 0.22 0.07 0.22 0.094
H -0.174 8.409 0.826 -0.57 -0.56 0.39 0.076
H 3.752 3.224 3.362 0.96 -1.08 0.42 0.057
H -2.579 9.251 4.222 -0.30 0.24 0.41 0.054
H 4.563 0.156 6.711 -0.14 -0.27 -0.10 0.073
H 3.649 7.815 -0.959 0.54 -0.72 -0.48 0.086
C -1.677 -1.968 -1.624 0.59 1.02 -0.93 0.030
H 2.099 3.755 -3.634 -0.10 -0.43 0.59 0.046
H -5.196 1.886 3.571 -0.43 -0.52 0.18 0.111
C 1.047 -3.189 6.037 -1.18 -0.60 -0.46 -0.073
H 2.315 -4.368 4.685 -0.47 0.73 0.15 0.117
H 1.934 -2.746 0.197 -0.24 0.34 -0.34 0.132
H -4.791 1.706 6.417 -0.55 0.32 0.19 0.121
H 3.145 -6.491 1.431 -0.22 -0.90 1.05 0.056
H 2.685 1.718 -1.793 -0.43 -0.27 -0.22 0.084
H 2.970 -4.594 -4.481 0.69 0.20 0.07 0.060
C -2.998 0.643 6.763 -0.35 0.94 -0.95 -0.232
H -5.408 -6.735 0.115 0.04 -0.34 1.17 0.064
H -2.386 -1.324 -2.182 0.48 -0.81 -0.10 0.090
H 5.349 2.897 -4.867 -0.37 -0.52 -0.17 0.130
F -4.585 -2.289 1.012 2.05 -1.99 0.53 -0.201
H 4.582 -1.457 -1.532 0.13 0.50 -0.71 0.100
N -2.105 6.777 3.185 0.03 -0.91 0.02 -0.182
H 1.496 5.159 -4.289 0.10 0.68 -0.37 0.071
C -2.073 -6.907 3.801 0.10 0.58 -1.35 -0.061
N -0.870 -0.973 -0.828 -0.08 -1.41 1.63 -0.303
H 1.935 -1.551 -1.098 -0.18 -0.07 0.11 0.081
H -1.388 3.714 0.817 -0.22 -0.16 -0.61 0.097
H -0.897 -6.325 -1.513 0.06 -0.06 0.06 0.065
N 3.732 5.652 0.970 -2.35 0.33 -0.37 -0.189
H -1.975 -3.264 1.552 -0.24 -0.07 -0.01 0.033
C -1.104 7.702 2.712 1.54 -0.56 -1.07 -0.269
H 2.382 -7.161 -0.798 0.26 0.39 0.31 0.115
H 3.740 6.161 -1.581 -0.70 -0.84 -1.17 0.014
H 3.012 2.039 -0.102 -0.21 -0.22 -0.10 0.098
H -1.893 -7.285 -0.425 0.17 0.16 0.05 0.050
H -3.438 4.662 2.218 -0.02 0.37 -0.27 0.063
C 3.389 7.249 2.931 1.34 0.81 -1.69 -0.074
C -2.670 2.610 -3.469 -0.01 -0.16 -0.88 -0.082
H -6.151 -5.086 -1.222 -0.39 0.05 -0.01 0.099
N 3.985 4.368 -5.324 -0.65 -0.64 -1.77 -0.213
C 3.445 -1.441 5.722 0.90 0.94 -0.19 -0.261
H -6.246 -0.074 6.583 0.33 -0.21 -0.92 0.125
C 3.171 -6.385 -0.729 0.16 -1.16 0.92 -0.259
N -4.855 -5.257 -2.779 0.47 0.30 -0.80 -0.177
H -0.884 0.443 -2.351 0.03 0.04 0.16 0.096
C -2.862 4.460 3.109 -0.34 -0.57 1.33 -0.092
C -0.164 -0.029 -1.681 0.00 0.88 -0.69 0.012
F 0.589 2.594 3.712 -0.74 -0.76 -0.04 -0.246
H 5.165 7.114 0.918 0.06 -0.34 -1.08 0.124
H -1.028 5.125 4.178 -0.56 0.16 -0.39 0.127
H -3.260 -1.788 -6.026 0.58 -0.33 0.08 0.115
H 5.306 4.350 -6.930 0.03 -0.86 -0.96 0.083
N 3.464 -2.866 5.465 -0.23 -0.82 0.50 -0.194
H -4.550 4.394 -1.608 0.61 -0.41 0.16 0.071
H -0.495 -2.515 0.446 -1.34 -2.07 0.85 0.063
H -6.285 -1.260 5.171 -0.66 0.00 -0.18 0.102
H 1.225 -3.729 6.974 0.27 0.13 -0.22 0.075
C 3.180 -5.752 0.684 0.41 0.70 -1.97 -0.045
H -2.389 0.935 -5.910 0.24 -0.40 0.84 0.101
H -2.359 4.332 -2.413 0.22 1.38 -0.30 0.091
H 4.189 -5.467 4.244 0.43 0.72 0.76 0.072
H 0.237 -4.165 2.365 -0.57 0.16 -0.47 0.119
H -0.388 1.646 -6.754 0.41 0.73 -0.67 0.067
H -3.555 -5.308 -5.227 -0.03 0.18 -0.92 0.046
O -3.539 -0.105 7.831 -1.82 0.25 -1.49 -0.033
F -1.618 1.579 3.055 0.01 0.00 0.10 -0.248
H 5.368 -1.378 6.780 1.00 -0.66 -0.06 0.042
O 1.071 -3.408 -1.572 -0.38 0.73 0.57 -0.124
C 2.261 4.827 -3.601 0.43 -0.66 0.01 -0.068
H 1.440 -4.312 -3.690 -0.08 -0.25 -0.22 0.061
H -4.605 -4.551 -0.743 0.23 -0.41 -0.39 0.119
H -1.130 -7.347 4.100 0.07 -0.35 0.09 0.079
C 4.283 2.952 -5.206 0.38 0.33 1.12 -0.255
C -5.681 -0.633 5.804 0.23 -0.30 0.28 -0.005
H 3.931 6.546 3.525 0.05 -0.33 0.60 0.048
C 0.381 3.369 -0.281 -0.98 -0.36 1.22 -0.069
H -3.134 2.471 0.496 -0.46 0.25 -0.70 0.106
H 5.769 -5.703 -2.077 -0.02 0.15 -0.43 0.074
C -1.600 0.166 -5.966 0.19 -0.66 0.42 -0.252
H -1.748 -2.781 3.225 -0.73 -1.28 -0.53 0.093
C 4.914 5.017 -6.213 -0.38 2.36 0.66 -0.261
H -4.062 -0.786 -3.269 0.10 0.45 0.49 0.029
H -3.240 -1.134 4.699 -0.06 -0.26 0.47 0.084
H -3.443 5.001 -0.364 -0.41 -0.28 0.19 0.064
As -5.592 -1.032 0.625 1.89 4.24 -3.74 0.611
C -2.423 7.134 4.530 -0.99 0.35 0.68 -0.309
F 0.505 0.445 2.382 -0.92 0.53 1.26 -0.298
H 2.542 3.698 2.237 -0.13 0.04 0.47 0.074
H -1.978 -7.549 1.762 -0.30 -0.26 -0.16 0.106
H 3.845 1.485 1.932 -0.40 0.02 -0.29 0.040
H -3.816 -6.867 -0.735 -0.69 -0.78 0.10 0.043
H 0.537 0.185 -6.346 0.56 -0.35 -0.37 0.051
H -2.836 -4.285 2.708 0.28 0.89 0.33 0.087
H 4.194 -3.020 3.445 -0.14 -0.06 0.27 0.113
H -5.041 -1.377 -4.582 0.35 0.17 0.17 0.069
H -2.240 -2.657 -0.995 0.26 0.18 0.26 0.102
H -4.157 8.440 4.361 0.40 -0.03 -0.03 0.085
C -7.004 -4.296 -3.652 0.39 -0.25 0.65 -0.069
F 1.145 0.436 4.760 0.17 -0.11 0.08 -0.231
N -1.638 -0.874 -4.864 -1.13 1.30 -1.54 -0.150
N -4.884 0.242 4.903 0.91 1.43 0.91 -0.295
H -6.359 0.539 3.384 -0.30 -0.33 -0.38 0.066
C -0.310 -2.537 -6.190 0.29 -1.39 -0.84 -0.077
H 4.488 4.734 -3.352 -0.77 0.59 -0.14 0.110
F -4.731 -0.872 -0.924 -0.48 -0.11 0.36 -0.268
H -3.188 8.666 5.790 0.10 0.36 0.92 0.059
H 5.566 0.470 0.325 -0.91 -0.72 0.66 0.131
C 2.798 6.611 1.668 1.22 -0.25 -1.06 -0.203
N 2.893 -5.438 -1.752 -0.02 1.13 -0.74 -0.220
H -0.113 7.325 3.109 -0.47 0.89 -0.08 0.119
C -2.081 -6.606 2.286 0.26 -0.66 0.41 -0.259
C 4.310 6.924 -1.143 -0.64 1.63 2.10 -0.072
C -1.859 3.389 -2.459 -0.30 -0.82 0.49 -0.241
H -0.811 3.477 -2.760 -0.17 0.18 -0.03 0.111
H 5.282 -4.932 5.624 -0.47 -0.07 0.06 0.074
C 4.944 -4.714 4.609 -0.53 -1.13 -0.43 -0.099
C 4.040 2.106 -6.444 0.69 0.39 -0.20 -0.067
H -4.949 4.061 0.007 -0.01 0.11 0.56 0.062
C -5.109 -5.341 -1.361 -0.57 0.98 0.07 -0.289
H 3.970 -1.073 7.824 0.33 -0.16 -0.50 0.076
C -1.099 3.777 -0.252 0.78 0.78 0.48 -0.254
H 5.811 -4.966 3.996 0.10 0.57 -0.28 0.063
H -1.235 4.861 -0.508 0.04 -0.61 -0.15 0.107
H -0.011 1.277 -5.065 0.04 -0.11 -0.56 0.083
H 2.731 0.034 1.791 0.98 0.57 -0.42 0.076
H -0.899 -2.481 -2.218 -0.99 0.01 0.05 0.084
C -3.427 -5.370 -3.112 0.19 -0.51 -0.02 -0.250
C 4.590 2.599 -1.401 0.20 -0.02 2.13 -0.061
C 0.094 -1.778 0.048 0.89 1.76 -1.30 -0.076
H 4.061 -5.129 0.851 0.10 -0.10 -0.05 0.067
H 4.060 -1.060 -4.056 -0.07 0.52 0.94 0.088
H 5.132 6.867 -7.290 -0.18 0.14 -0.05 0.068
C -5.828 1.138 4.090 0.92 0.71 0.86 0.029
C 3.436 1.625 -1.021 0.76 1.02 -0.25 -0.237
H -0.949 5.182 2.401 -0.46 -0.06 0.58 0.099
H 1.621 -4.219 -1.367 0.01 0.49 -0.26 0.049
H -2.583 3.110 -4.453 -0.03 -0.08 0.43 0.087
H -0.650 -2.480 -4.120 -0.08 -0.58 0.40 0.073
H 5.828 -4.195 -3.094 -0.31 -0.99 0.20 0.093
H -3.593 1.974 5.198 0.43 0.30 -0.87 0.105
H 4.104 -6.926 -0.957 0.06 0.00 0.30 0.116
H 4.601 -1.108 0.555 0.52 0.37 -0.36 0.103
H -1.179 -3.205 -6.282 0.04 0.30 -0.36 0.075
C -1.641 5.327 3.266 0.49 1.59 -1.71 -0.215
H 4.883 -5.650 -3.651 0.34 0.33 0.39 0.069
H -1.275 0.479 0.679 -0.16 -0.07 -0.83 0.098
As -0.231 1.054 3.942 1.47 -0.39 -0.48 0.831
H -2.347 1.584 -3.653 0.00 -0.10 0.31 0.039
C -0.744 -4.607 2.638 0.81 -0.11 -1.54 -0.272
H 0.369 0.739 -1.112 -0.32 -0.26 0.24 0.102
H -3.714 2.000 -1.113 -0.78 -0.29 -0.01 0.087
C -1.020 -6.626 -0.468 0.93 -1.44 -0.40 -0.096
H 4.448 -4.043 -1.122 -0.49 -0.19 0.72 0.102
F -4.435 0.234 1.241 -0.38 -1.02 -0.02 -0.283
H 0.372 -1.160 0.888 0.34 0.54 0.06 0.116
H -4.910 -3.853 -4.290 -0.72 0.00 0.09 0.095
H 0.541 -3.247 -6.239 -0.17 0.48 0.64 0.074
C 1.320 -2.333 -0.638 0.78 -1.26 0.32 -0.191
H -2.125 -4.947 0.194 0.52 -0.21 0.25 0.118
H -2.235 0.126 6.190 0.03 -0.32 0.25 0.086
H -5.452 -7.397 -1.465 0.36 -0.59 -0.34 0.081
H -4.476 -1.206 3.417 -0.35 -0.55 -0.48 0.063
C -1.915 -3.690 2.553 0.08 1.89 0.81 -0.072
H -2.550 1.575 7.134 0.16 -0.26 0.04 0.127
C 4.410 -0.929 6.816 -1.50 0.55 0.36 -0.071
H 4.828 3.937 1.367 0.24 -0.09 -0.50 0.094
C 2.412 -6.102 -2.998 0.98 0.41 0.87 -0.234
```
Positions in Å, forces in eV/Å.

Results
- F_max: 6.0 eV/A
- Kohn-Sham gap: 8.44 eV
- E_LUMO: 0.01344 Eh
- E_HOMO: -8.075 eV
- E_tot: -251742.27282 eV